4 unconnected molecules or ions with the total composition C26H63FN5O6P, computed with ωB97M-V/def2-TZVPD.

**Strongest force on any atom**: 0.0445 hartree/bohr
**Calculated total energy**: -2194.738005 hartree
**SMILES**: COCCCCCC[C@@](CCN)(CCCF)OC(=O)[PH2]=N.COC[C@@H](C)N.COC[C@@H](C)N.COC[C@@H](C)N
**Orbital gap**: 9.09 eV
**Charge**: 0
**HOMO**: -8.52 eV

Bonds (Å) are listed after each position.
CARTESIAN COORDINATES (ANGSTROEM)
1 C 5.34017 2.11142 3.92761  O2 1.423, H22 1.089, H23 1.081, H24 1.085
2 O 5.85813 3.38391 4.29776  C1 1.423, C3 1.405
3 C 6.88322 3.86553 3.46573  O2 1.405, C4 1.526, H25 1.089, H26 1.089
4 C 6.39493 4.86853 2.42418  C3 1.526, C5 1.543, H27 1.085, H28 1.090
5 C 5.46059 5.94053 3.02315  C4 1.543, C6 1.538, H29 1.083, H30 1.082
6 C 4.04236 5.79780 2.44620  C5 1.538, C7 1.519, H31 1.083, H32 1.084
7 C 3.12184 6.74082 3.20134  C6 1.519, C8 1.542, H33 1.089, H34 1.080
8 C 1.61206 6.65476 2.90141  C7 1.542, C9 1.540, H35 1.084, H36 1.084
9 C 0.88917 5.35654 3.30724  C8 1.540, C10 1.547, C13 1.549, O17 1.450
10 C 1.23107 5.07950 4.79071  C9 1.547, C11 1.542, H37 1.080, H38 1.080
11 C 2.28719 3.98101 5.02343  C10 1.542, N12 1.461, H39 1.085, H40 1.084
12 N 1.65067 2.75004 5.48632  C11 1.461, H41 1.008, H42 1.011
13 C -0.62916 5.66186 3.28980  C9 1.549, C14 1.533, H43 1.080, H44 1.082
14 C -1.46289 4.38187 3.41611  C13 1.533, C15 1.506, H45 1.083, H46 1.084
15 C -2.15055 3.96659 2.14180  C14 1.506, F16 1.380, H47 1.087, H48 1.083
16 F -3.23273 4.78863 1.90420  C15 1.380
17 O 1.21716 4.18463 2.51944  C9 1.450, C18 1.325
18 C 1.21328 4.32686 1.20253  O17 1.325, O19 1.181, P20 1.879
19 O 0.48555 5.01550 0.57757  C18 1.181
20 P 2.40483 3.23254 0.24595  C18 1.879, N21 1.567, H49 1.412, H50 1.408
21 N 2.68061 1.91165 1.04206  P20 1.567, H51 1.015
22 H 5.13557 1.56315 4.84565  C1 1.089
23 H 4.40115 2.19735 3.39872  C1 1.081
24 H 6.04631 1.52234 3.35215  C1 1.085
25 H 7.60129 4.37532 4.10577  C3 1.089
26 H 7.43580 3.07699 2.95668  C3 1.089
27 H 7.26332 5.31576 1.95136  C4 1.085
28 H 5.85616 4.31087 1.65859  C4 1.090
29 H 5.82532 6.94428 2.84372  C5 1.083
30 H 5.41260 5.75792 4.08861  C5 1.082
31 H 3.78503 4.75198 2.56188  C6 1.083
32 H 4.08791 6.09143 1.40347  C6 1.084
33 H 3.40214 7.74447 2.88671  C7 1.089
34 H 3.31224 6.71866 4.26400  C7 1.080
35 H 1.16916 7.42284 3.52523  C8 1.084
36 H 1.40056 6.95682 1.88216  C8 1.084
37 H 0.33718 4.75861 5.30545  C10 1.080
38 H 1.57344 5.98994 5.26009  C10 1.080
39 H 2.91091 4.31702 5.84487  C11 1.085
40 H 2.95475 3.83437 4.18261  C11 1.084
41 H 2.26658 2.19669 6.06145  N12 1.008
42 H 1.26674 2.20960 4.72301  N12 1.011
43 H -0.81982 6.25570 4.17211  C13 1.080
44 H -0.87526 6.24142 2.40929  C13 1.082
45 H -2.24420 4.48501 4.15835  C14 1.083
46 H -0.85734 3.53992 3.73265  C14 1.084
47 H -2.53673 2.95786 2.26515  C15 1.087
48 H -1.49150 3.94798 1.28271  C15 1.083
49 H 3.56531 4.00050 0.00417  P20 1.412
50 H 1.78184 3.01888 -0.99825  P20 1.408
51 H 2.39853 1.10445 0.49558  N21 1.015
52 C 0.91326 -2.10166 -4.06442  O53 1.416, H58 1.093, H59 1.094, H60 1.090
53 O 2.25060 -2.05394 -3.60235  C52 1.416, C54 1.414
54 C 3.00747 -0.95020 -4.05945  O53 1.414, C55 1.536, H61 1.093, H62 1.098
55 C 2.82252 0.33336 -3.23549  C54 1.536, C56 1.526, N57 1.468, H63 1.094
56 C 1.51921 1.06691 -3.53684  C55 1.526, H64 1.090, H65 1.090, H66 1.092
57 N 2.90521 0.07473 -1.79268  C55 1.468, H67 1.017, H68 1.018
58 H 0.82155 -1.72589 -5.08705  C52 1.093
59 H 0.25284 -1.53983 -3.39695  C52 1.094
60 H 0.59317 -3.14366 -4.05133  C52 1.090
61 H 4.05269 -1.25872 -3.97055  C54 1.093
62 H 2.82113 -0.76973 -5.12592  C54 1.098
63 H 3.64243 1.00666 -3.50356  C55 1.094
64 H 0.65404 0.56531 -3.10309  C56 1.090
65 H 1.54728 2.07404 -3.11989  C56 1.090
66 H 1.35843 1.15772 -4.61268  C56 1.092
67 H 3.81358 -0.33019 -1.58240  N57 1.017
68 H 2.24911 -0.67504 -1.58415  N57 1.018
69 C -3.41144 -5.62442 -4.36102  O70 1.417, H75 1.092, H76 1.093, H77 1.091
70 O -2.48226 -4.55781 -4.27061  C69 1.417, C71 1.414
71 C -2.84024 -3.53745 -3.35973  O70 1.414, C72 1.537, H78 1.094, H79 1.098
72 C -2.46288 -3.82545 -1.89785  C71 1.537, C73 1.525, N74 1.466, H80 1.094
73 C -3.40417 -4.80717 -1.20701  C72 1.525, H81 1.090, H82 1.090, H83 1.092
74 N -1.08782 -4.31680 -1.77215  C72 1.466, H84 1.016, H85 1.017
75 H -4.44263 -5.28270 -4.24844  C69 1.092
76 H -3.19016 -6.39257 -3.61614  C69 1.093
77 H -3.30151 -6.07821 -5.34660  C69 1.091
78 H -2.28424 -2.65204 -3.68345  C71 1.094
79 H -3.90623 -3.29254 -3.45408  C71 1.098
80 H -2.53174 -2.87619 -1.35747  C72 1.094
81 H -3.24276 -5.83358 -1.53730  C73 1.090
82 H -3.24132 -4.78793 -0.12922  C73 1.090
83 H -4.44892 -4.54774 -1.39308  C73 1.092
84 H -0.45534 -3.61794 -2.15009  N74 1.016
85 H -0.98861 -5.10634 -2.40594  N74 1.017
86 C -7.02881 -6.43910 -2.20293  O87 1.417, H92 1.094, H93 1.092, H94 1.090
87 O -6.34397 -6.90266 -3.35316  C86 1.417, C88 1.416
88 C -5.64373 -8.12180 -3.18647  O87 1.416, C89 1.537, H95 1.094, H96 1.098
89 C -6.50526 -9.38217 -3.36100  C88 1.537, C90 1.525, N91 1.466, H97 1.094
90 C -7.38342 -9.69243 -2.15349  C89 1.525, H98 1.090, H99 1.090, H100 1.092
91 N -7.35041 -9.31116 -4.55644  C89 1.466, H101 1.017, H102 1.017
92 H -6.48085 -6.67085 -1.28524  C86 1.094
93 H -8.03675 -6.85635 -2.14996  C86 1.092
94 H -7.12164 -5.35599 -2.28798  C86 1.090
95 H -4.87998 -8.12689 -3.96957  C88 1.094
96 H -5.10997 -8.13214 -2.22671  C88 1.098
97 H -5.81701 -10.22348 -3.48576  C89 1.094
98 H -8.23789 -9.01966 -2.08203  C90 1.090
99 H -7.77913 -10.70511 -2.22792  C90 1.090
100 H -6.81384 -9.62310 -1.22428  C90 1.092
101 H -6.75894 -9.19897 -5.37556  N91 1.017
102 H -7.87303 -8.43980 -4.51092  N91 1.017